The following is a quantum chemistry calculation of C30H27NO4S2 as an isolated structure at a distorted geometry, from the OMol25 dataset.

Last column: Löwdin charge in e.
Cartesian coordinates (Å):
1 C -4.7388 -0.7506 0.3735  -0.084
2 C -4.4710 0.5115 0.9060  -0.078
3 C -3.2231 0.7851 1.5342  -0.068
4 C -2.2804 -0.2379 1.6875  -0.255
5 S -0.9290 -0.4002 2.8896  0.706
6 C -0.2546 1.2445 3.2736  -0.243
7 S 1.1922 1.5295 2.1466  0.696
8 C 2.2614 0.0537 1.9082  -0.293
9 C 2.9176 -0.4921 3.0127  -0.068
10 C 3.7077 -1.6439 2.8691  -0.076
11 C 3.9160 -2.2147 1.6117  -0.087
12 C 3.3402 -1.6066 0.4942  -0.077
13 C 2.5520 -0.4582 0.6331  -0.060
14 O 0.6712 1.7593 0.8143  -0.324
15 O 2.0313 2.5290 2.7906  -0.319
16 O -1.4659 -1.0841 4.0633  -0.304
17 O 0.0705 -1.1531 2.1160  -0.332
18 C -2.4641 -1.3974 0.9061  -0.050
19 C -3.7147 -1.7002 0.3368  -0.062
20 H -5.7317 -0.9758 -0.0244  0.108
21 H -5.2273 1.2982 0.8438  0.104
22 H -3.0089 1.8032 1.8663  0.110
23 H -0.9937 2.0822 3.0825  0.097
24 H 2.7960 -0.0437 4.0016  0.116
25 H 4.1263 -2.1271 3.7620  0.107
26 H 4.5087 -3.1496 1.5283  0.112
27 H 3.4766 -2.0676 -0.4965  0.110
28 H 2.1349 0.0337 -0.2549  0.118
29 H -1.6451 -2.1069 0.7644  0.117
30 H -3.8674 -2.6719 -0.1190  0.106
31 C -5.5207 1.9835 4.6841  -0.005
32 N -4.1772 2.2711 5.1221  -0.096
33 C -3.0684 1.5266 4.8546  0.006
34 C -1.9420 2.0918 5.4887  -0.111
35 C -0.6060 1.6038 5.2386  -0.088
36 C 0.4190 2.1846 6.1339  -0.211
37 C 0.7289 3.5637 6.1462  -0.032
38 C 1.6115 4.0720 7.1038  -0.038
39 C 2.1837 3.2293 8.0604  -0.289
40 C 2.9997 3.8311 9.1635  -0.058
41 C 1.9311 1.8636 8.0120  -0.040
42 C 1.1037 1.3402 7.0296  -0.010
43 C -2.4994 3.2112 6.3016  -0.087
44 C -2.0630 3.9995 7.3654  -0.021
45 C -2.9422 4.9150 7.9881  -0.083
46 C -4.2820 5.0551 7.5715  -0.090
47 C -4.7625 4.2475 6.5236  -0.020
48 C -3.8660 3.3371 5.9548  -0.171
49 H -6.1616 2.8240 4.9701  0.076
50 H -5.5219 1.8850 3.5985  0.081
51 H -5.9265 1.0659 5.1324  0.105
52 H -3.1385 0.6253 4.2396  0.118
53 H -0.5495 0.4783 5.2227  0.097
54 H 0.2592 4.2429 5.4331  0.132
55 H 1.9060 5.1136 7.1180  0.116
56 H 3.3738 3.0411 9.8363  0.078
57 H 3.8878 4.3696 8.7930  0.086
58 H 2.3556 4.5484 9.7122  0.091
59 H 2.4220 1.2217 8.7411  0.112
60 H 0.9210 0.2640 7.0093  0.122
61 H -1.0649 3.8803 7.7772  0.097
62 H -2.6181 5.5022 8.8678  0.105
63 H -4.9551 5.7907 8.0383  0.104
64 H -5.7937 4.3291 6.1558  0.100

Forces on the atoms, in the same order (eV/Å):
C 0.14 0.09 0.25
C 0.88 0.12 0.19
C -0.69 -0.16 0.07
C -0.64 -0.23 -0.83
S 0.50 -1.34 -1.64
C -0.95 1.27 0.65
S 1.55 0.22 -0.55
C 0.91 -0.11 0.54
C -0.09 -0.25 0.05
C -0.09 0.12 0.13
C -0.10 -0.20 0.27
C 0.04 0.00 -0.08
C -0.56 0.28 -0.12
O -0.35 0.25 0.67
O -1.03 -0.61 -0.22
O 0.28 1.20 -0.71
O -1.17 0.93 1.34
C -0.46 -0.58 0.27
C 0.55 0.77 0.23
H 0.38 0.07 0.08
H 0.34 -0.20 0.01
H -0.18 -0.36 0.26
H 0.88 -1.18 -0.59
H -0.08 -0.16 -0.25
H -0.10 0.37 -0.43
H -0.49 0.81 -0.04
H -0.02 0.47 0.50
H 0.02 -0.33 0.48
H -0.30 0.19 0.48
H 0.06 0.15 -0.10
C -0.25 -0.04 -0.21
N -0.08 0.10 -0.12
C 0.63 0.81 0.61
C -2.39 0.20 -0.98
C 1.23 -3.31 -0.12
C 1.39 0.47 -0.29
C 0.21 -0.30 0.28
C -0.16 -0.68 -0.43
C -0.14 0.19 -0.13
C 0.29 0.06 0.36
C 0.18 0.16 -0.15
C -0.55 0.07 -0.14
C 0.14 -0.16 -0.62
C -0.23 0.91 0.93
C 0.13 -0.39 0.07
C -0.09 -0.34 -0.89
C 0.30 0.57 0.56
C 0.00 -0.90 0.22
H 0.12 -0.37 -0.22
H -0.19 -0.06 -0.01
H 0.20 0.22 -0.05
H 0.02 0.49 0.33
H -0.32 1.44 1.08
H 0.12 -0.26 0.12
H -0.26 0.11 -0.10
H -0.27 0.43 -0.08
H -0.40 -0.08 0.03
H 0.55 -0.40 -0.06
H -0.19 -0.02 -0.16
H -0.02 0.27 -0.09
H -0.20 0.11 -0.16
H 0.00 -0.45 -0.71
H 0.46 -0.45 -0.20
H 0.52 -0.03 0.39

Results
**E**: -2311.32297 Eh
**HOMO**: -7.9 eV
**Energy relative to the best compared isomer or geometry (same formula, charge and spin)**: 70.4 kJ/mol
**HOMO-LUMO gap**: 7.74 eV
**Net charge**: 0

The following is a quantum chemistry calculation of a 2-piece molecular cluster, C8H18OSi overall at a distorted geometry, from the OMol25 dataset.

Last column: Löwdin charge in e.
Cartesian coordinates (Å):
1 C 1.1142 1.5663 -2.8465  -0.057
2 C 1.3881 0.5951 -2.0207  -0.099
3 C -2.1011 -2.2439 -0.3653  -0.183
4 C 0.3526 2.3036 2.0414  -0.186
5 C 0.2668 -1.2609 1.8188  -0.210
6 C 2.4851 -0.3804 -1.9045  -0.324
7 C -2.1829 -0.7382 -0.1456  -0.358
8 C -0.9261 1.6669 1.5109  -0.361
9 O 2.0640 -1.6094 -1.3465  -0.106
10 Si -0.6222 -0.0184 0.6830  0.827
11 H 0.2499 2.1991 -2.7213  0.036
12 H 1.7322 1.8086 -3.7122  0.059
13 H -1.2552 -2.4961 -0.9997  0.064
14 H -1.9895 -2.7697 0.5801  0.061
15 H -3.0060 -2.6102 -0.8470  0.068
16 H 0.7972 1.6883 2.8199  0.060
17 H 1.0787 2.4195 1.2420  0.059
18 H 0.1487 3.2840 2.4654  0.066
19 H -0.3078 -1.4346 2.7256  0.032
20 H 0.4051 -2.2199 1.3328  0.018
21 H 1.2478 -0.9034 2.1146  0.025
22 H 2.9195 -0.6191 -2.8849  0.123
23 H 3.2801 0.0514 -1.2704  0.115
24 H -3.0562 -0.5175 0.4745  0.067
25 H -2.3537 -0.2486 -1.1039  0.063
26 H -1.3974 2.3473 0.8015  0.065
27 H -1.6316 1.5439 2.3390  0.071
28 H 1.2999 -1.4038 -0.7809  0.006

Forces on the atoms, in the same order (eV/Å):
C -0.18 0.31 -0.18
C -0.56 -0.25 0.92
C -0.02 0.01 0.00
C 0.00 -0.01 0.02
C -0.25 0.44 -0.33
C 0.36 -0.03 0.35
C 0.34 0.08 0.27
C 0.19 -0.37 -0.18
O -0.23 -0.32 0.16
Si 0.17 0.17 -0.71
H -0.17 0.11 0.07
H 0.11 -0.17 0.01
H 0.11 -0.13 -0.09
H 0.03 -0.13 0.06
H -0.02 -0.08 -0.04
H 0.13 -0.03 0.09
H 0.17 0.06 -0.07
H 0.05 0.10 0.06
H -0.19 0.01 0.18
H 0.00 -0.18 -0.16
H 0.14 0.14 0.00
H -0.08 0.14 0.04
H -0.13 -0.03 -0.21
H 0.01 0.16 0.11
H 0.07 0.20 0.00
H -0.11 -0.09 -0.14
H -0.12 -0.16 -0.06
H 0.21 0.06 -0.18

Results
**E**: -680.20257 Eh
**HOMO (spin up / spin down)**: -7.1 / -8.2 eV
**Energy relative to the best compared isomer or geometry (same formula, charge and spin)**: 378.2 kJ/mol
**HOMO-LUMO gap (spin up / spin down)**: 6.99 / 8.12 eV
**Net charge**: 0

The following is a quantum chemistry calculation of a 2-piece molecular cluster, C4H12N3O overall at a distorted geometry, from the OMol25 dataset.

Last column: Löwdin charge in e.
Cartesian coordinates (Å):
1 C 1.6983 -0.3441 0.3178  -0.413
2 C 3.1552 -0.7905 0.2640  -0.013
3 C 0.8540 -0.2134 1.3935  0.079
4 C -2.4215 0.9288 -0.3548  -0.163
5 N -2.1053 2.2156 -0.1415  0.155
6 N -1.5702 0.0296 -0.5615  -0.013
7 N -1.9511 -1.2727 -0.9187  0.113
8 O 1.2237 -0.1531 -0.9332  0.020
9 H 3.4817 -1.4048 1.1784  0.124
10 H 3.4074 -1.3079 -0.6406  0.070
11 H 3.7018 0.1867 0.3286  0.109
12 H 1.0383 -0.2797 2.4364  0.063
13 H -0.1142 0.0521 1.1500  -0.004
14 H -3.5244 0.8691 -0.2715  0.181
15 H 1.8121 -0.5607 -1.5077  0.079
16 H -2.8161 2.6577 0.4601  0.138
17 H -0.5437 0.0808 -0.8295  0.150
18 H -1.1965 -1.8441 -0.6642  0.086
19 H -1.1748 2.5261 0.0042  0.112
20 H -2.9547 -1.3756 -0.7099  0.127

Forces on the atoms, in the same order (eV/Å):
C 0.05 -1.44 3.16
C 0.11 1.25 2.88
C 2.49 -0.21 -2.42
C -1.01 3.13 0.95
N -1.59 0.24 0.79
N 1.26 -2.66 -1.83
N -1.77 2.02 -0.87
O -2.64 1.49 0.80
H -0.66 0.90 -1.46
H 0.11 -0.30 -0.47
H 0.08 -0.98 -0.29
H 0.81 -0.29 0.43
H -1.80 0.59 -0.16
H 0.80 -1.36 -0.25
H 1.51 -1.00 -2.10
H 0.81 0.19 -0.75
H -0.84 1.04 0.62
H 0.19 -1.70 0.81
H 0.88 0.16 0.03
H 1.22 -1.07 0.14

Results
**E**: -398.79049 Eh
**HOMO**: -12.6 eV
**Energy relative to the best compared isomer or geometry (same formula, charge and spin)**: 333.0 kJ/mol
**HOMO-LUMO gap**: 9.52 eV
**Net charge**: +1

The following is a quantum chemistry calculation of an isolated molecule of C5H10O, from the OMol25 dataset.

Last column: Löwdin charge in e.
Cartesian coordinates (Å):
1 C -1.6254 -1.0483 -2.0462  -0.069
2 O -0.9978 0.0556 -1.3749  -0.142
3 C 0.2427 -0.1608 -1.0104  -0.053
4 C 1.0545 -0.3913 1.8414  -0.123
5 C 0.6793 1.0667 -0.2432  -0.230
6 C 0.3815 0.8509 1.2564  -0.267
7 H -2.5159 -0.6560 -2.5422  0.087
8 H -0.9268 -1.4812 -2.7647  0.083
9 H -1.9066 -1.8007 -1.3054  0.089
10 H 2.1435 -0.3382 1.7253  0.076
11 H 0.8279 -0.4924 2.9089  0.069
12 H 0.7196 -1.2983 1.3278  0.061
13 H 1.7600 1.1956 -0.3805  0.103
14 H 0.1611 1.9729 -0.5891  0.107
15 H -0.7057 0.7823 1.3926  0.105
16 H 0.7081 1.7431 1.8045  0.104

Forces on the atoms, in the same order (eV/Å):
C -0.19 -0.22 -0.15
O 0.47 -0.11 0.12
C -0.36 0.47 0.03
C 0.04 -0.06 0.01
C 0.11 -0.06 -0.04
C -0.05 0.00 0.08
H 0.16 -0.06 0.07
H -0.13 0.08 0.11
H 0.01 0.12 -0.12
H -0.16 0.00 0.03
H 0.06 0.03 -0.17
H 0.06 0.13 0.12
H -0.16 -0.04 0.04
H 0.05 -0.15 0.01
H 0.16 0.01 -0.04
H -0.06 -0.12 -0.10

Results
**E**: -271.64422 Eh
**HOMO**: -8.3 eV
**Energy relative to the best compared isomer or geometry (same formula, charge and spin)**: 284.6 kJ/mol
**HOMO-LUMO gap**: 9.23 eV
**Net charge**: 0

The following is a quantum chemistry calculation of an isolated ion of composition C6H12NO and charge +1 at a distorted geometry, from the OMol25 dataset.

Last column: Löwdin charge in e.
Cartesian coordinates (Å):
1 C 0.7353 -0.4661 -2.6526  0.083
2 C 0.0878 0.0841 -1.6497  -0.233
3 N 0.2618 -0.3610 -0.3467  -0.016
4 C -1.3392 -0.9917 -0.0785  -0.062
5 O -2.0037 0.1040 0.2610  -0.054
6 C -1.1151 0.8767 1.1807  -0.038
7 C 0.3353 0.6798 0.7291  -0.329
8 C 1.1717 0.2311 1.8624  -0.047
9 H 0.5905 -0.1441 -3.7364  0.116
10 H 1.3635 -1.3644 -2.4876  0.092
11 H -0.6729 0.8440 -1.8482  0.154
12 H 1.0876 -0.9906 -0.4667  0.192
13 H -1.4808 -1.4376 -1.0918  0.156
14 H -1.1998 -1.7635 0.6801  0.144
15 H -1.4583 0.5790 2.0878  0.101
16 H -1.4433 1.9928 0.9654  0.187
17 H 0.8367 1.5984 0.1982  0.195
18 H 1.3772 1.1855 2.5384  0.153
19 H 2.2493 -0.1016 1.5359  0.132
20 H 0.6165 -0.5550 2.3194  0.074

Forces on the atoms, in the same order (eV/Å):
C 0.29 -0.63 -1.81
C -0.33 1.95 -2.84
N -1.31 -1.59 0.98
C 2.12 -1.42 -0.81
O 0.98 0.73 -0.22
C -1.70 3.58 -4.54
C 1.23 1.58 -1.68
C 3.27 1.75 0.56
H 0.13 -0.46 1.81
H -0.06 0.76 -0.18
H 0.35 -0.05 0.46
H -0.85 0.14 1.31
H -0.75 0.52 0.95
H -0.01 0.09 0.25
H 0.05 -0.74 3.19
H 0.61 -2.30 0.77
H -1.38 -1.44 1.12
H -0.71 -2.31 -0.99
H -2.11 0.44 0.57
H 0.18 -0.62 1.10

Results
**E**: -365.45969 Eh
**HOMO**: -14.5 eV
**Energy relative to the best compared isomer or geometry (same formula, charge and spin)**: 235.4 kJ/mol
**HOMO-LUMO gap**: 11.58 eV
**Net charge**: +1
**Structure (SMILES)**: C=C[N@@H+]1COC[C@H]1C